Record 1
{
  "formula": "C4H9NO",
  "method": "ωB97M-V/def2-TZVPD",
  "homo_lumo_gap_ev": 8.53,
  "total_energy_ha": -287.76248,
  "homo_energy_ev": -7.60,
  "e_above_lowest_kcal_mol": 43.9,
  "smiles": "C=C(O)NCC",
  "species": ["C", "C", "O", "N", "C", "C", "H", "H", "H", "H", "H", "H", "H", "H", "H"],
  "coordinates": [[-2.25, 1.14, 0.08], [-0.90, 0.96, 0.05], [-0.16, 1.94, 0.63], [-0.20, -0.07, -0.49], [1.22, -0.33, -0.37], [1.49, -1.72, 0.20], [-2.95, 0.33, 0.02], [-2.59, 2.14, -0.14], [-0.91, 2.29, 1.16], [-0.75, -0.67, -1.09], [1.64, 0.45, 0.26], [1.70, -0.23, -1.36], [2.56, -1.90, 0.29], [1.06, -2.50, -0.44], [1.03, -1.81, 1.19]]
}

=====

Record 2
{
  "formula": "C4H9NO",
  "method": "ωB97M-V/def2-TZVPD",
  "homo_lumo_gap_ev": 10.81,
  "total_energy_ha": -287.71381,
  "homo_energy_ev": -9.85,
  "e_above_lowest_kcal_mol": 74.4,
  "smiles": "O=CC[C@H]1CN1.[H][H]",
  "species": ["O", "C", "C", "C", "C", "N", "H", "H", "H", "H", "H", "H", "H", "H", "H"],
  "coordinates": [[-0.59, 2.00, 0.70], [-0.76, 1.37, -0.32], [-0.78, -0.14, -0.37], [0.60, -0.64, -0.78], [1.80, -0.31, 0.04], [1.21, -1.65, 0.08], [-0.86, 1.90, -1.29], [-1.53, -0.49, -1.08], [-1.01, -0.53, 0.62], [0.76, -0.73, -1.85], [1.68, 0.27, 0.94], [2.75, -0.18, -0.48], [1.77, -2.29, -0.48], [-2.80, 0.48, 2.20], [-2.24, 0.95, 2.06]]
}

=====

Record 3
{
  "formula": "C4H9NO",
  "method": "ωB97M-V/def2-TZVPD",
  "homo_lumo_gap_ev": 9.38,
  "total_energy_ha": -287.68030,
  "homo_energy_ev": -8.51,
  "e_above_lowest_kcal_mol": 95.5,
  "smiles": "C=CN.C=CO",
  "species": ["C", "C", "N", "H", "H", "H", "H", "H", "C", "C", "O", "H", "H", "H", "H"],
  "coordinates": [[0.73, 0.77, -0.84], [-0.47, 1.30, -1.23], [-1.11, 2.44, -0.67], [0.96, 1.01, 0.24], [1.09, -0.11, -1.31], [-0.98, 0.67, -1.96], [-0.82, 2.78, 0.21], [-1.52, 3.09, -1.25], [0.65, -1.98, 0.17], [0.23, -2.05, 1.49], [-0.87, -1.33, 2.09], [1.71, -2.24, -0.13], [0.07, -1.72, -0.74], [1.04, -2.15, 2.17], [-0.71, -0.47, 1.75]]
}

=====

Record 4
{
  "formula": "C4H9NO",
  "method": "ωB97M-V/def2-TZVPD",
  "homo_lumo_gap_ev": [8.94, 7.44],
  "total_energy_ha": -287.66431,
  "homo_energy_ev": [-9.50, -8.58],
  "e_above_lowest_kcal_mol": 105.5,
  "species": ["C", "C", "C", "C", "O", "N", "H", "H", "H", "H", "H", "H", "H", "H", "H"],
  "coordinates": [[2.10, 0.31, -0.37], [0.76, -0.13, -0.98], [-0.22, -0.62, 0.02], [-1.17, 0.29, 0.71], [-0.63, 1.46, 0.65], [-2.58, 0.11, 0.42], [2.79, 0.61, -1.16], [2.57, -0.51, 0.20], [1.91, 1.15, 0.30], [0.31, 0.73, -1.49], [0.94, -0.96, -1.68], [-0.01, -1.60, 0.46], [-0.93, -0.20, 1.72], [-3.15, 0.11, 1.26], [-2.78, -0.71, -0.13]]
}

=====

Record 5
{
  "formula": "C4H9NO",
  "method": "ωB97M-V/def2-TZVPD",
  "homo_lumo_gap_ev": [8.90, 7.82],
  "total_energy_ha": -287.63464,
  "homo_energy_ev": [-8.75, -8.85],
  "e_above_lowest_kcal_mol": 124.1,
  "species": ["C", "C", "C", "N", "C", "O", "H", "H", "H", "H", "H", "H", "H", "H", "H"],
  "coordinates": [[1.78, -0.59, -1.08], [-1.60, 0.73, -0.65], [-0.82, -0.45, 1.27], [-0.47, 0.16, 0.03], [2.06, 0.16, 0.06], [1.53, 1.28, 0.27], [2.15, -1.60, -1.19], [1.24, -0.14, -1.90], [2.65, -0.32, 0.86], [0.08, -0.78, 1.79], [-2.10, 1.47, -0.02], [-2.36, -0.04, -0.88], [-1.28, 1.20, -1.58], [-1.38, 0.24, 1.92], [-1.47, -1.32, 1.11]]
}

=====

Record 6
{
  "formula": "C4H9NO",
  "method": "ωB97M-V/def2-TZVPD",
  "homo_lumo_gap_ev": [7.88, 7.88],
  "total_energy_ha": -287.65531,
  "homo_energy_ev": [-8.42, -8.43],
  "e_above_lowest_kcal_mol": 111.2,
  "species": ["C", "N", "C", "C", "O", "C", "H", "H", "H", "H", "H", "H", "H", "H", "H"],
  "coordinates": [[-1.10, 1.12, -0.23], [-0.55, -0.07, 0.04], [-1.33, -1.27, 0.30], [0.78, -0.06, -0.58], [1.05, -0.87, -1.47], [1.85, 0.29, 0.49], [-1.84, 1.51, 0.48], [0.56, 1.22, -0.79], [-1.15, 1.52, -1.23], [-1.58, -1.74, -0.66], [-2.26, -0.99, 0.81], [-0.77, -1.98, 0.91], [2.17, -0.62, 1.02], [1.50, 1.04, 1.21], [2.71, 0.69, -0.05]]
}

=====

Record 7
{
  "formula": "C4H9NO",
  "method": "ωB97M-V/def2-TZVPD",
  "homo_lumo_gap_ev": 10.48,
  "total_energy_ha": -287.75879,
  "homo_energy_ev": -9.58,
  "e_above_lowest_kcal_mol": 46.2,
  "smiles": "C[C@]1(CO)CN1",
  "species": ["C", "C", "C", "O", "C", "N", "H", "H", "H", "H", "H", "H", "H", "H", "H"],
  "coordinates": [[-1.20, -0.45, 0.85], [-0.10, -0.12, -0.15], [1.30, -0.50, 0.28], [1.77, 0.24, 1.39], [-0.23, 1.03, -1.10], [-0.36, -0.34, -1.56], [-2.16, -0.02, 0.53], [-1.30, -1.56, 0.90], [-0.95, -0.06, 1.84], [1.96, -0.44, -0.58], [1.38, -1.57, 0.60], [1.68, 1.17, 1.13], [0.66, 1.55, -1.41], [-1.13, 1.62, -0.98], [-1.32, -0.56, -1.73]]
}

=====

Record 8
{
  "formula": "C4H9NO",
  "method": "ωB97M-V/def2-TZVPD",
  "homo_lumo_gap_ev": 7.82,
  "total_energy_ha": -287.58179,
  "homo_energy_ev": -7.97,
  "e_above_lowest_kcal_mol": 157.3,
  "species": ["O", "C", "C", "N", "C", "C", "H", "H", "H", "H", "H", "H", "H", "H", "H"],
  "coordinates": [[-1.62, -1.59, -0.44], [-0.68, -0.30, 0.91], [-0.34, 1.12, 0.55], [0.69, 1.16, -0.45], [1.77, 0.21, -0.18], [0.64, -0.20, -1.03], [-2.30, -1.07, -0.90], [0.10, -0.97, 1.24], [-1.61, -0.44, 1.46], [-1.23, 1.61, 0.13], [-0.10, 1.68, 1.48], [2.72, 0.49, -0.63], [1.87, -0.19, 0.83], [-0.73, -1.26, -0.84], [0.82, -0.26, -2.11]]
}

=====

Record 9
{
  "formula": "C4H9NO",
  "method": "ωB97M-V/def2-TZVPD",
  "homo_lumo_gap_ev": 9.95,
  "total_energy_ha": -287.76681,
  "homo_energy_ev": -8.98,
  "e_above_lowest_kcal_mol": 41.2,
  "smiles": "CN(C)CC=O",
  "species": ["C", "N", "C", "C", "C", "O", "H", "H", "H", "H", "H", "H", "H", "H", "H"],
  "coordinates": [[-1.21, 0.21, -1.54], [-0.88, 0.07, -0.13], [-1.85, -0.79, 0.54], [0.48, -0.42, 0.07], [1.45, 0.68, 0.46], [2.58, 0.43, 0.81], [-1.36, -0.78, -2.01], [-0.40, 0.73, -2.06], [-2.12, 0.79, -1.65], [-2.86, -0.40, 0.40], [-1.84, -1.82, 0.12], [-1.64, -0.83, 1.61], [0.55, -1.16, 0.87], [0.89, -0.89, -0.83], [1.09, 1.73, 0.46]]
}

=====

Copy entry 3 word for word.
{
  "formula": "C4H9NO",
  "method": "ωB97M-V/def2-TZVPD",
  "homo_lumo_gap_ev": 9.38,
  "total_energy_ha": -287.68030,
  "homo_energy_ev": -8.51,
  "e_above_lowest_kcal_mol": 95.5,
  "smiles": "C=CN.C=CO",
  "species": ["C", "C", "N", "H", "H", "H", "H", "H", "C", "C", "O", "H", "H", "H", "H"],
  "coordinates": [[0.73, 0.77, -0.84], [-0.47, 1.30, -1.23], [-1.11, 2.44, -0.67], [0.96, 1.01, 0.24], [1.09, -0.11, -1.31], [-0.98, 0.67, -1.96], [-0.82, 2.78, 0.21], [-1.52, 3.09, -1.25], [0.65, -1.98, 0.17], [0.23, -2.05, 1.49], [-0.87, -1.33, 2.09], [1.71, -2.24, -0.13], [0.07, -1.72, -0.74], [1.04, -2.15, 2.17], [-0.71, -0.47, 1.75]]
}